# CH2BF3

A 2-piece molecular cluster, CH2BF3 overall in a non-equilibrium geometry (ωB97M-V/def2-TZVPD, the Open Molecules 2025 dataset).

For the HOMO-LUMO gap, the calculation gives 8.794 eV. The lowest unoccupied orbital energy comes out at -1.20 eV. The spin multiplicity is 1. As for the charge: 0. Its relative energy (zero: lowest compared OMol25 entry of this formula, charge and spin) is 86.80 kcal per mole. Its HOMO energy is -9.99 eV.

Last column: Mulliken charge in e.
Cartesian coordinates (Å):
H 0.100 -0.632 0.963  0.03
C -0.353 1.789 1.578  0.36
F 0.024 2.902 0.976  -0.21
F -1.623 2.005 2.019  -0.23
F 0.414 1.575 2.688  -0.22
H 0.603 0.409 -1.036  0.04
B 0.088 0.182 0.066  0.23



# C4H8O2Tl

C4H8O2Tl as an isolated structure in a non-equilibrium geometry (ωB97M-V/def2-TZVPD, the Open Molecules 2025 dataset).

For the HOMO-LUMO gap (spin up / spin down), the calculation gives 6.132 / 7.929 eV. The lowest unoccupied orbital energy (spin up / spin down) comes out at -0.29 / -0.30 eV. The spin multiplicity is 2. As for the charge: 0. Its relative energy (zero: lowest compared OMol25 entry of this formula, charge and spin) is 0.00 kcal per mole. Its HOMO energy (spin up / spin down) is -6.43 / -8.23 eV.

Last column: Mulliken charge in e.
Cartesian coordinates (Å):
O 1.551 -4.692 -1.326  -0.52
H 0.853 -3.161 -2.558  0.23
H 1.330 -5.413 -1.920  0.29
C -2.143 -1.033 -0.595  0.25
H -0.382 -3.964 -1.578  0.23
H -0.802 -0.887 1.088  0.23
H 1.289 -2.917 0.433  0.38
H 1.212 -1.608 -0.849  0.30
O -2.417 0.244 -0.683  -0.67
C 0.833 -2.574 -0.501  -0.95
Tl -2.939 0.993 1.266  0.55
H -1.527 -2.570 0.745  0.32
H -2.488 -1.689 -1.416  0.32
C -1.268 -1.575 0.368  -0.92
C 0.668 -3.609 -1.563  -0.04



# C3H10S3

A 2-piece molecular cluster, C3H10S3 overall in a non-equilibrium geometry (ωB97M-V/def2-TZVPD, the Open Molecules 2025 dataset).

For the HOMO-LUMO gap, the calculation gives 8.507 eV. The lowest unoccupied orbital energy comes out at 0.37 eV. The spin multiplicity is 1. As for the charge: 0. Its relative energy (zero: lowest compared OMol25 entry of this formula, charge and spin) is 21.44 kcal per mole. Its HOMO energy is -8.14 eV.

Last column: Mulliken charge in e.
Cartesian coordinates (Å):
H -3.389 -0.198 1.234  0.31
S 1.865 -1.084 0.070  -0.09
H -1.891 -0.833 2.116  0.26
C 1.873 0.709 0.066  -0.69
H 2.856 1.180 0.262  0.35
S -1.893 0.869 -0.770  -0.21
H 1.626 1.162 -0.890  0.25
H -2.985 0.399 2.820  0.29
H 2.106 -0.816 -2.290  0.27
H -1.329 1.884 -1.391  0.14
S -1.528 1.351 1.245  -0.05
H 1.397 0.876 1.029  0.16
C -2.556 -0.005 1.903  -0.78
C 1.545 -1.499 -1.657  -0.77
H 0.474 -1.468 -1.863  0.24
H 1.827 -2.527 -1.883  0.31



# C5H7N

The molecule C5H7N (ωB97M-V/def2-TZVPD, the Open Molecules 2025 dataset).

For the HOMO-LUMO gap, the calculation gives 10.397 eV. The lowest unoccupied orbital energy comes out at 1.08 eV. The spin multiplicity is 1. As for the charge: 0. Its relative energy (zero: lowest compared OMol25 entry of this formula, charge and spin) is 65.73 kcal per mole. Its HOMO energy is -9.32 eV.

Last column: Mulliken charge in e.
Cartesian coordinates (Å):
H 1.107 -1.288 1.358  0.34
C -1.079 0.103 0.752  -0.87
H 2.007 -1.034 -0.154  0.35
H -1.064 0.339 -1.788  0.30
N -0.107 0.080 -1.566  -0.63
C 0.064 -0.107 -0.121  1.03
H -2.761 0.597 2.197  0.43
C 0.549 1.129 -0.799  -0.65
H 0.657 -2.179 -0.115  0.24
H 1.615 1.249 -0.978  0.23
C 1.016 -1.220 0.270  -1.25
H 0.003 2.049 -0.597  0.30
C -1.983 0.349 1.510  0.19



# C39H48P2ReSi

C39H48P2ReSi as an isolated structure in a non-equilibrium geometry (ωB97M-V/def2-TZVPD, the Open Molecules 2025 dataset).

For the HOMO-LUMO gap (spin up / spin down), the calculation gives 3.829 / 2.324 eV. The lowest unoccupied orbital energy (spin up / spin down) comes out at -8.69 / -10.17 eV. The spin multiplicity is 4. As for the charge: +2. Its relative energy (zero: lowest compared OMol25 entry of this formula, charge and spin) is 72.45 kcal per mole. Its HOMO energy (spin up / spin down) is -12.51 / -12.50 eV.

Last column: Mulliken charge in e.
Cartesian coordinates (Å):
H -5.347 -3.345 2.333  0.43
C 3.675 -4.039 4.125  -1.22
P -0.244 2.527 -0.924  0.33
C -4.174 -1.632 2.890  -0.80
H 5.008 -1.238 3.258  0.35
H -0.839 7.993 -2.714  0.43
C -5.729 4.489 1.009  -0.44
C -0.470 4.259 -1.597  0.19
H 4.982 0.769 -2.247  0.44
C -3.980 -1.132 0.130  -0.17
C 0.863 -2.399 -2.958  -1.06
H -1.212 -2.683 -2.374  0.54
C -5.952 3.223 1.540  -0.88
H -6.512 5.257 1.055  0.37
H 0.461 0.027 2.868  0.48
C -2.529 1.179 -1.229  -1.00
H -3.905 -0.967 -0.937  0.32
C -1.504 1.716 -1.938  -0.42
H 5.564 -4.943 2.028  0.39
H 0.812 -3.498 -3.133  0.37
H -4.235 -1.808 3.963  0.48
H -0.729 -0.982 -2.476  0.38
Si 3.934 -3.313 2.424  0.18
H 3.937 2.453 -3.873  0.42
C -4.702 -2.243 0.594  -0.80
H -1.711 6.159 -4.171  0.43
C 1.326 1.961 -1.706  -1.02
H 1.594 3.288 -3.366  0.56
H 6.189 -2.381 2.572  0.41
H -0.867 -3.241 1.089  0.55
H -4.345 5.780 -0.054  0.44
C 2.019 -3.964 -0.762  0.01
H 3.075 -4.951 4.058  0.34
H -2.958 0.144 3.116  0.49
C -3.712 2.522 0.855  0.50
H 2.039 -2.166 3.007  0.44
C 1.886 0.866 -1.009  1.42
C 1.292 0.217 2.166  -1.09
H 2.215 -4.590 -1.647  0.82
H 4.987 -4.505 0.416  0.39
C -4.947 2.246 1.447  -0.25
H 4.637 -4.304 4.571  0.34
Re 1.086 -1.268 0.786  0.26
H 3.468 -2.257 -0.674  0.56
C -4.511 4.791 0.381  -0.83
C 2.503 -2.560 -1.144  -0.14
H -1.385 -1.338 -0.285  -0.97
H 2.680 -4.355 0.028  -0.76
H 1.184 1.182 1.667  0.25
C -3.363 -0.261 1.037  0.68
H 4.045 -5.645 1.413  0.39
C -0.756 6.953 -2.401  -0.51
C 3.377 2.057 -3.016  -0.90
C 4.651 -4.733 1.431  -1.13
H 0.507 5.060 0.159  0.33
C 5.196 -1.935 2.427  -0.95
C 3.225 0.613 -1.073  -0.67
C 0.554 -4.184 -0.346  -1.01
H 0.493 -5.043 0.346  0.62
C -0.413 -1.963 -2.120  -1.00
C 2.122 -2.652 1.985  -0.49
H 3.170 -3.345 4.796  0.37
H -1.531 3.796 -3.431  0.33
H 0.261 7.437 -0.540  0.42
C -0.132 6.641 -1.174  -0.76
H -2.561 4.062 -0.162  0.16
C 2.065 2.511 -2.768  -0.28
C -0.111 -2.977 0.313  -0.37
H -1.439 1.732 -3.031  0.90
H 1.160 0.127 -0.421  -0.04
H 2.261 0.153 2.701  0.47
H -6.905 2.995 2.027  0.40
H 5.198 -1.383 1.482  0.26
C -1.247 5.920 -3.205  -0.77
H 2.750 -1.241 -2.850  0.50
C -1.125 4.586 -2.798  0.10
C -0.436 -1.825 -0.565  1.25
H 0.745 -1.932 -3.951  0.47
C -4.797 -2.490 1.970  -0.56
C -3.514 3.814 0.329  0.07
H -0.051 -4.457 -1.234  0.31
H -5.168 -2.915 -0.126  0.44
C 3.955 1.134 -2.141  -0.49
C -3.452 -0.525 2.428  -0.55
H -3.470 0.836 -1.676  0.56
H -5.173 1.254 1.841  0.24
H 1.463 -3.547 2.095  0.44
C 2.157 -2.042 -2.372  -0.33
C 0.005 5.309 -0.785  -0.22
P -2.339 1.204 0.581  0.39
H 3.707 -0.045 -0.330  0.42



# C10H21LiO10

C10H21LiO10 as an isolated structure in a non-equilibrium geometry (ωB97M-V/def2-TZVPD, the Open Molecules 2025 dataset).

For the HOMO-LUMO gap (spin up / spin down), the calculation gives 11.818 / 8.245 eV. The lowest unoccupied orbital energy (spin up / spin down) comes out at -2.20 / -5.77 eV. The spin multiplicity is 2. As for the charge: +1. Its relative energy (zero: lowest compared OMol25 entry of this formula, charge and spin) is 16.48 kcal per mole. Its HOMO energy (spin up / spin down) is -14.02 / -14.01 eV.

Last column: Mulliken charge in e.
Cartesian coordinates (Å):
H 1.233 -4.441 -0.248  0.31
C -2.948 1.239 -0.600  -0.56
O 1.450 -2.381 0.133  -0.31
H -1.940 1.279 -0.188  0.17
O 0.287 1.120 -3.376  -0.30
C -0.350 -0.010 -3.884  -0.42
H 2.025 3.667 -0.341  0.31
H 2.890 0.219 1.463  0.10
O -1.969 -1.055 0.239  -0.69
Li 0.131 -0.956 0.439  1.08
H 4.179 0.431 2.704  0.28
H 1.517 3.486 3.366  0.28
H 0.355 -0.841 -3.869  0.28
H -3.091 -3.731 -0.287  0.38
H 1.955 -3.488 -1.512  0.32
C 0.535 1.148 -1.966  0.46
C -2.926 -1.010 -0.579  0.85
H 0.183 -3.331 -1.128  -0.30
C 1.753 2.617 -0.453  -0.44
H -1.786 -3.626 -1.602  0.14
H 0.955 2.403 0.258  0.11
O 2.161 0.878 3.275  -0.35
H -3.638 1.482 0.209  0.35
O 0.221 1.952 3.322  -0.28
H -0.743 0.128 -4.892  0.28
O 1.318 2.255 -1.767  -0.35
C 0.852 0.826 2.965  0.79
H 3.041 -0.926 2.790  0.27
H -3.085 1.921 -1.439  0.24
H 2.638 2.003 -0.284  0.26
O -3.373 -2.052 -1.283  -0.37
H -1.173 -0.337 -3.248  0.06
C 3.150 0.124 2.517  -0.42
H -3.448 -3.825 -1.994  0.30
C -2.787 -3.357 -1.265  -0.68
H 0.042 3.740 4.230  0.26
O 0.294 -0.091 2.317  -0.71
C 0.809 2.991 4.031  -0.64
O 0.157 0.386 -1.061  -0.11
O -3.458 0.045 -1.118  -0.30
C 1.191 -3.466 -0.735  0.00
H 1.390 2.586 4.859  0.32



# C3H8O2S

A 2-piece molecular cluster, C3H8O2S overall in a non-equilibrium geometry (ωB97M-V/def2-TZVPD, the Open Molecules 2025 dataset).

For the HOMO-LUMO gap, the calculation gives 9.874 eV. The lowest unoccupied orbital energy comes out at 0.82 eV. The spin multiplicity is 1. As for the charge: 0. Its relative energy (zero: lowest compared OMol25 entry of this formula, charge and spin) is 39.27 kcal per mole. Its HOMO energy is -9.06 eV.

Last column: Mulliken charge in e.
Cartesian coordinates (Å):
H 2.446 1.572 0.710  0.33
H -1.455 -0.037 0.959  0.11
C 0.506 1.822 1.474  -0.48
H -0.545 -3.731 -2.945  0.33
S -0.112 0.160 0.935  -0.29
H -0.408 2.366 1.437  0.35
O -1.628 -4.148 -0.989  -0.51
H 0.714 1.777 2.533  0.35
C 1.685 2.335 0.740  -0.89
O -0.786 -2.760 -2.729  -0.42
H 1.731 3.368 1.209  0.27
C -1.537 -3.058 -1.582  0.29
H 1.381 2.447 -0.360  0.25
H -1.991 -2.114 -1.390  0.30